No. 1
{
  "formula": "C23H48F3O14",
  "method": "the ωB97M-V functional and the def2-TZVPD basis",
  "homo_ev": -3.9,
  "relative_energy_kcal_mol": 51.1,
  "e_lumo_ev": 2.3,
  "charge": -1,
  "symbols": ["O", "C", "O", "O", "H", "C", "O", "C", "C", "O", "C", "C", "O", "C", "H", "H", "H", "H", "H", "H", "H", "H", "H", "H", "H", "H", "H", "H", "C", "O", "C", "C", "O", "C", "C", "O", "C", "H", "H", "H", "H", "H", "H", "H", "H", "H", "H", "H", "H", "H", "H", "C", "O", "C", "C", "O", "C", "C", "O", "C", "H", "H", "H", "H", "H", "H", "H", "H", "H", "H", "H", "H", "H", "H", "C", "C", "O", "C", "O", "C", "F", "F", "F", "H", "H", "H", "H", "H"],
  "positions_angstrom": [[1.099, -1.026, 0.247], [1.074, -1.678, -0.903], [1.562, -1.298, -1.983], [0.386, -2.718, -0.948], [0.499, -1.580, 0.751], [4.623, 3.081, -2.662], [4.228, 3.117, -3.926], [2.787, 3.163, -4.214], [1.857, 2.327, -3.256], [1.715, 3.009, -2.024], [1.134, 2.203, -1.005], [0.607, 2.952, 0.204], [-0.623, 3.714, -0.005], [-0.871, 4.647, 1.019], [4.374, 2.139, -2.173], [4.152, 3.910, -2.133], [5.707, 3.136, -2.555], [2.615, 2.741, -5.204], [2.376, 4.173, -4.207], [2.287, 1.327, -3.196], [0.875, 2.223, -3.716], [1.763, 1.399, -0.622], [0.266, 1.740, -1.474], [1.432, 3.580, 0.540], [0.442, 2.225, 0.999], [-0.845, 4.205, 2.015], [-1.870, 5.073, 0.928], [-0.151, 5.466, 1.015], [1.385, -0.652, -6.492], [0.619, -1.202, -5.450], [-0.523, -0.341, -5.161], [-1.392, -0.776, -3.965], [-1.841, -2.061, -4.108], [-2.678, -2.586, -3.103], [-3.219, -3.992, -3.342], [-2.126, -4.882, -3.583], [-2.487, -6.107, -4.201], [1.633, 0.405, -6.398], [0.905, -0.774, -7.463], [2.300, -1.212, -6.682], [-1.222, -0.337, -5.997], [-0.168, 0.689, -5.170], [-2.190, -0.034, -3.933], [-0.817, -0.832, -3.041], [-3.466, -1.861, -2.899], [-2.215, -2.607, -2.117], [-3.904, -3.981, -4.190], [-3.765, -4.305, -2.452], [-2.996, -5.926, -5.148], [-2.999, -6.833, -3.569], [-1.539, -6.536, -4.525], [1.893, 0.151, 2.977], [2.509, 0.892, 4.047], [2.229, 2.328, 4.037], [0.864, 2.699, 4.679], [0.856, 2.504, 6.085], [0.576, 1.160, 6.523], [-0.912, 0.839, 6.477], [-1.492, 0.601, 5.223], [-2.903, 0.294, 5.352], [1.649, -0.855, 3.319], [2.544, 0.146, 2.103], [0.892, 0.555, 2.821], [2.325, 2.746, 3.035], [3.022, 2.843, 4.581], [0.034, 2.327, 4.078], [0.708, 3.777, 4.641], [1.016, 1.132, 7.519], [1.179, 0.488, 5.912], [-1.433, 1.715, 6.863], [-1.002, -0.083, 7.051], [-3.400, 0.128, 4.396], [-3.293, 1.242, 5.723], [-3.103, -0.522, 6.047], [-1.963, -0.260, 1.171], [-2.040, -1.528, 2.015], [-0.843, -2.291, 1.918], [-0.806, -3.557, 2.562], [-1.754, -4.034, 3.180], [0.475, -4.435, 2.390], [0.147, -5.600, 1.774], [1.531, -3.830, 1.841], [0.838, -4.803, 3.672], [-2.925, 0.236, 1.296], [-1.889, -0.527, 0.117], [-1.155, 0.440, 1.384], [-2.850, -2.146, 1.627], [-2.322, -1.278, 3.037]]
}



No. 2
{
  "formula": "C2H4N2O",
  "method": "the ωB97M-V functional and the def2-TZVPD basis",
  "homo_ev": [-9.7, -9.7],
  "relative_energy_kcal_mol": 101.3,
  "e_lumo_ev": [-0.8, -0.9],
  "charge": 0,
  "symbols": ["C", "C", "O", "N", "N", "H", "H", "H", "H"],
  "positions_angstrom": [[-1.228, -0.143, -0.631], [1.583, 0.512, 0.411], [-0.297, 0.260, -1.400], [1.166, -0.350, -0.390], [-0.941, -0.667, 0.504], [-1.669, -1.135, 1.034], [-2.236, -0.166, -1.069], [0.958, 1.197, 0.979], [2.663, 0.492, 0.562]]
}



No. 3
{
  "formula": "C3H4DyO2",
  "method": "the ωB97M-V functional and the def2-TZVPD basis",
  "spin_multiplicity": 6,
  "homo_ev": [-12.1, -12.1],
  "relative_energy_kcal_mol": 111.4,
  "e_lumo_ev": [-5.9, -4.8],
  "charge": 1,
  "symbols": ["O", "Dy", "C", "O", "C", "H", "H", "H", "C", "H"],
  "positions_angstrom": [[-0.190, -1.013, -0.155], [0.218, 1.406, -1.737], [-1.445, -1.106, 0.059], [-1.983, 0.153, 0.035], [-3.358, 0.279, 0.361], [-3.556, -0.194, 1.331], [-3.589, 1.348, 0.428], [-3.971, -0.184, -0.423], [0.961, 0.271, 0.171], [2.055, 0.132, 0.212]]
}



No. 4
{
  "formula": "C10H10BBrF4V",
  "method": "the ωB97M-V functional and the def2-TZVPD basis",
  "spin_multiplicity": 2,
  "homo_ev": [-9.0, -8.9],
  "e_lumo_ev": [-1.2, -0.8],
  "charge": 0,
  "symbols": ["C", "C", "C", "H", "C", "C", "H", "H", "H", "H", "V", "Br", "C", "C", "C", "H", "C", "C", "H", "H", "H", "H", "F", "B", "F", "F", "F"],
  "positions_angstrom": [[-0.136, 1.222, -2.080], [0.221, 2.125, -1.012], [1.508, 1.698, -0.479], [-0.379, 2.959, -0.654], [1.933, 0.531, -1.208], [0.932, 0.229, -2.199], [0.977, -0.581, -2.934], [-1.017, 1.304, -2.715], [2.020, 2.143, 0.377], [2.873, -0.009, -1.063], [-0.117, 0.153, -0.106], [-0.612, 1.701, 2.009], [-1.355, -1.670, 0.850], [-0.895, -2.100, -0.456], [-1.492, -1.231, -1.440], [-0.227, -2.945, -0.661], [-2.299, -0.233, -0.736], [-2.228, -0.538, 0.673], [-2.726, 0.025, 1.463], [-1.051, -2.097, 1.811], [-1.385, -1.317, -2.526], [-2.877, 0.573, -1.189], [1.090, -0.474, 1.434], [1.709, -0.344, 3.031], [0.654, -0.601, 3.909], [2.550, -1.422, 2.764], [2.327, 0.900, 3.136]]
}



No. 5
{
  "formula": "C27H46IrN3OSe2Si4",
  "method": "the ωB97M-V functional and the def2-TZVPD basis",
  "spin_multiplicity": 2,
  "homo_ev": [-16.2, -16.4],
  "relative_energy_kcal_mol": 8.2,
  "e_lumo_ev": [-9.1, -10.6],
  "charge": 3,
  "symbols": ["Ir", "Se", "Se", "C", "C", "C", "C", "C", "N", "C", "C", "C", "C", "C", "N", "H", "H", "H", "H", "H", "H", "H", "H", "O", "C", "C", "C", "C", "C", "C", "C", "C", "N", "H", "H", "H", "H", "H", "H", "H", "H", "H", "H", "H", "C", "Si", "C", "C", "Si", "Si", "C", "C", "C", "Si", "C", "C", "C", "H", "H", "H", "H", "H", "H", "H", "H", "H", "H", "H", "H", "H", "H", "H", "H", "H", "H", "H", "H", "H", "H", "H", "H", "H", "H", "H"],
  "positions_angstrom": [[-0.945, -0.134, 0.010], [-1.686, 2.010, -0.799], [-3.098, 1.074, -2.414], [-1.831, -0.302, -2.874], [-1.961, -0.768, -4.174], [-1.148, -1.798, -4.615], [-0.193, -2.302, -3.746], [-0.103, -1.766, -2.481], [-0.910, -0.791, -2.018], [-2.492, 1.871, 0.971], [-3.422, 2.674, 1.584], [-3.691, 2.411, 2.927], [-3.008, 1.393, 3.575], [-2.077, 0.637, 2.878], [-1.830, 0.880, 1.588], [-2.692, -0.320, -4.834], [-1.245, -2.178, -5.623], [0.485, -3.091, -4.042], [0.652, -2.116, -1.794], [-3.916, 3.472, 1.046], [-4.421, 3.006, 3.460], [-3.188, 1.179, 4.620], [-1.520, -0.165, 3.343], [-0.149, -1.649, 1.354], [-0.852, -2.689, 2.108], [-1.019, -3.943, 1.282], [-1.657, -3.603, -0.070], [-2.941, -2.836, 0.094], [-4.117, -3.552, 0.286], [-5.317, -2.894, 0.477], [-5.307, -1.507, 0.479], [-4.103, -0.863, 0.298], [-2.927, -1.486, 0.102], [0.744, -1.956, 1.144], [-1.819, -2.253, 2.350], [-0.292, -2.844, 3.030], [-1.637, -4.640, 1.851], [-0.057, -4.436, 1.124], [-1.845, -4.509, -0.644], [-0.956, -3.004, -0.644], [-4.076, -4.634, 0.275], [-6.234, -3.448, 0.625], [-6.211, -0.933, 0.621], [-4.075, 0.217, 0.318], [1.170, 1.952, 3.018], [1.729, 2.789, 1.444], [3.474, 3.384, 1.545], [0.544, 4.101, 0.862], [1.285, 0.725, -0.147], [2.088, 1.837, -2.213], [0.660, 2.675, -3.086], [2.666, 0.332, -3.168], [3.476, 3.044, -1.969], [3.031, -0.822, 0.544], [2.887, -1.246, 2.375], [4.623, 0.070, 0.162], [2.882, -2.435, -0.412], [0.720, 2.728, 3.648], [2.015, 1.530, 3.561], [0.425, 1.174, 2.860], [3.419, 4.307, 2.137], [3.927, 3.646, 0.594], [4.123, 2.694, 2.082], [0.745, 5.008, 1.443], [-0.495, 3.831, 1.052], [0.671, 4.362, -0.190], [-0.107, 1.972, -3.422], [1.056, 3.163, -3.982], [0.201, 3.462, -2.487], [2.008, -0.530, -3.085], [3.674, 0.030, -2.883], [2.698, 0.618, -4.225], [3.124, 4.019, -1.629], [3.930, 3.193, -2.954], [4.263, 2.687, -1.309], [2.290, -0.548, 2.958], [3.887, -1.257, 2.815], [2.489, -2.254, 2.530], [4.712, 1.006, 0.711], [4.741, 0.276, -0.902], [5.462, -0.564, 0.462], [1.897, -2.899, -0.303], [3.601, -3.155, -0.013], [3.097, -2.316, -1.475]]
}



Number 1: calculated total energy -61441.7997 eV. Number 2: calculated total energy -7162.0861 eV. Number 3: calculated total energy -31339.8785 eV. Number 4: calculated total energy -117814.6574 eV. Number 5: calculated total energy -200283.5540 eV.